a.
Computed, not measured: 2 unconnected molecules or ions with the total composition HN2O2S, with the ωB97M-V functional and the def2-TZVPD basis.

Each line ends with the Löwdin charge.
CARTESIAN COORDINATES (ANGSTROEM)
1 N 1.67 2.02 0.20  0.17
2 N 0.97 0.97 0.00  0.05
3 O -0.99 -0.91 0.25  -0.22
4 O -1.14 -3.09 -1.11  -0.25
5 S -1.70 -2.20 -0.16  1.24
6 H -0.19 -0.39 0.11  0.01

Its HOMO-LUMO gap is 10.4 eV. The HOMO energy is -18.739 eV. Its net charge is +1.

b.
Computed, not measured: 2 unconnected molecules or ions with the total composition HN2O2S, with the ωB97M-V functional and the def2-TZVPD basis.

Each line ends with the Löwdin charge.
CARTESIAN COORDINATES (ANGSTROEM)
1 N 0.32 0.18 0.57  0.05
2 N -1.17 0.72 -2.10  0.43
3 O -1.91 0.61 -2.92  0.35
4 O 0.89 -0.90 0.86  -0.72
5 S 1.46 -1.40 2.22  0.85
6 H 0.40 0.79 1.36  0.04

Its HOMO-LUMO gap (alpha / beta) is 5.0 / 3.3 eV. The HOMO energy (alpha / beta) is -13.626 / -13.004 eV. Its net charge is +1.

It is b that is the least stable of them.